42
Properties=species:S:1:pos:R:3:lowdin_charge:R:1 method="wB97M-V/def2-TZVPD" homo_ev="-15.7210 / -15.7053" gap_ev="5.207 / 4.342" charge=+2 e_above_lowest_kcal_mol=0.0 multiplicity=1
I -0.005 -1.515 -2.154 0.8112
I 0.000 3.048 0.127 0.7964
Ga -0.001 0.614 -0.377 -0.2248
P -2.495 0.362 -1.184 0.7100
C -3.249 0.233 -2.854 -0.2374
C -3.137 -1.183 -0.431 -0.2420
H -4.175 -1.327 -0.764 0.0823
H -4.576 1.509 -0.838 0.0767
H -3.099 -1.109 0.661 0.0452
H -3.548 1.557 0.641 0.0432
H -3.049 -0.747 -3.301 0.0469
H -2.531 -2.034 -0.754 0.0017
C -3.558 1.649 -0.449 -0.2301
H -4.336 0.375 -2.742 0.0743
H -3.191 2.643 -0.718 0.0404
H -2.859 1.009 -3.518 0.0620
P 2.503 0.362 -1.163 0.7395
C 3.259 0.248 -2.832 -0.2270
C 3.561 1.649 -0.413 -0.2309
H 3.082 -1.125 0.675 0.0486
H 4.188 -1.311 -0.734 0.0883
H 2.550 -2.038 -0.768 0.0077
C 3.143 -1.187 -0.418 -0.2261
H 3.540 1.548 0.676 0.0455
H 4.578 1.500 -0.800 0.0751
H 4.351 0.388 -2.741 0.0823
H 2.851 1.032 -3.480 0.0665
H 3.197 2.645 -0.685 0.0439
H 3.046 -0.732 -3.274 0.0470
C 0.057 -4.311 -1.056 -0.0911
O 0.066 -5.335 -0.580 0.1066
O -2.295 0.416 2.070 0.0270
C -1.154 0.221 2.463 -0.4729
C -0.771 0.076 3.916 -0.0654
C 0.733 0.069 3.924 -0.0656
C 1.132 0.198 2.473 -0.4677
O 2.280 0.386 2.086 0.0190
N -0.010 0.118 1.677 0.0146
H -1.180 0.916 4.486 0.1432
H -1.187 -0.853 4.324 0.1456
H 1.152 0.905 4.498 0.1448
H 1.140 -0.866 4.331 0.1456

81
Properties=species:S:1:pos:R:3:lowdin_charge:R:1 method="wB97M-V/def2-TZVPD" homo_ev=-8.8104 gap_ev=9.257 e_above_lowest_kcal_mol=76.1 smiles="COCCCCCCCCCCO[P@@](=O)(O)OC[C@H](C)OCc1ccccc1.ClCCCl.ClCCCl" multiplicity=1
C 5.337 -3.800 2.187 -0.1226
O 5.632 -2.978 1.034 -0.2207
C 4.567 -1.995 0.918 -0.2275
C 5.129 -0.601 0.435 -0.1499
C 4.276 0.037 -0.749 -0.1937
C 4.395 -0.759 -2.114 -0.1893
C 3.155 -1.666 -2.460 -0.2045
C 1.805 -0.874 -2.714 -0.2014
C 0.560 -1.509 -1.947 -0.1944
C 0.756 -1.499 -0.362 -0.1759
C 0.592 0.003 0.102 -0.1837
C 1.165 0.260 1.570 -0.1965
O 1.789 1.571 1.682 -0.2204
P 1.062 2.544 2.805 0.5214
O 0.607 1.858 4.035 -0.2520
O 2.243 3.634 3.265 -0.1252
O -0.141 3.503 2.145 -0.1733
C -0.681 2.875 0.958 -0.1773
C -1.938 3.590 0.362 -0.3444
C -1.835 5.166 0.343 -0.0370
O -3.138 3.186 1.033 -0.1208
C -4.017 2.440 0.193 -0.2051
C -3.766 0.898 0.221 -0.1497
C -3.084 0.194 1.314 -0.0442
C -2.856 -1.244 1.340 -0.1205
C -3.318 -2.093 0.231 -0.0961
C -4.009 -1.407 -0.877 -0.0772
C -4.218 0.044 -0.901 -0.0438
H 5.641 -3.202 3.086 0.0962
H 4.244 -4.088 2.211 0.0914
H 5.922 -4.762 2.162 0.0917
H 4.058 -1.941 1.921 0.1072
H 3.814 -2.416 0.199 0.0968
H 6.175 -0.750 0.046 0.1161
H 5.113 0.078 1.335 0.1108
H 4.706 1.065 -0.922 0.1092
H 3.226 0.192 -0.389 0.0794
H 4.586 0.003 -2.919 0.1114
H 5.279 -1.454 -2.000 0.1147
H 3.407 -2.186 -3.432 0.1085
H 2.967 -2.481 -1.716 0.0890
H 1.560 -0.968 -3.814 0.1054
H 1.896 0.231 -2.525 0.1005
H 0.321 -2.536 -2.337 0.1113
H -0.331 -0.869 -2.203 0.1076
H 1.721 -1.969 -0.054 0.0799
H -0.110 -2.084 0.063 0.1046
H 1.117 0.699 -0.602 0.0944
H -0.507 0.235 0.031 0.0946
H 0.309 0.090 2.269 0.1170
H 1.984 -0.491 1.766 0.1199
H 2.980 3.554 2.625 0.0760
H -1.015 1.839 1.263 0.0906
H 0.100 2.757 0.156 0.1307
H -1.986 3.278 -0.722 0.0972
H -2.041 5.601 1.351 0.0898
H -0.863 5.517 -0.083 0.0856
H -2.670 5.517 -0.332 0.0581
H -5.058 2.597 0.610 0.1413
H -4.069 2.789 -0.884 0.0071
H -2.692 0.800 2.174 0.1150
H -2.341 -1.756 2.192 0.0086
H -3.180 -3.198 0.217 0.0591
H -4.370 -2.064 -1.706 0.0933
H -4.716 0.534 -1.766 0.0825
Cl -2.318 -6.490 0.449 0.5387
C -1.620 -6.541 2.088 -0.6624
C -2.429 -5.733 3.077 -0.6359
Cl -2.326 -3.984 2.755 0.6396
H -0.591 -6.188 2.029 0.0685
H -1.605 -7.588 2.393 0.0722
H -2.046 -5.892 4.086 0.0734
H -3.480 -6.017 3.063 0.0718
Cl -2.104 6.167 -3.214 0.5653
C -3.189 5.331 -4.350 -0.6551
C -4.190 4.447 -3.639 -0.6068
Cl -3.415 3.037 -2.867 0.6665
H -2.575 4.760 -5.046 0.0694
H -3.715 6.103 -4.912 0.0741
H -4.911 4.056 -4.357 0.0761
H -4.735 4.994 -2.870 0.0777

Number 1: electronic energy -106536.1724 eV, molecular weight 601.8 g/mol. Number 2: electronic energy -98317.8710 eV, molecular weight 614.4 g/mol.